(1)
Entry from OMol25: a 2-piece molecular cluster, C6H11N3O overall at a distorted geometry (ωB97M-V/def2-TZVPD).

Each atom is followed by the atoms it is bonded to, with distances in Å.
Geometry (Å):
1 C -1.454 0.306 -1.932  C3 1.491, H10 1.092, H11 1.082, H12 1.067
2 C -0.787 -2.128 0.626  N5 1.331, N6 1.362, H7 1.082
3 C -0.880 -0.760 -1.062  C1 1.491, C4 1.375, N5 1.370
4 C -0.268 -1.922 -1.469  C3 1.375, N6 1.396, H9 1.096
5 N -1.377 -1.017 0.189  C2 1.331, C3 1.370
6 N -0.019 -2.705 -0.340  C2 1.362, C4 1.396, H8 1.001
7 H -0.939 -2.267 1.687  C2 1.082
8 H 0.229 -3.673 -0.387  N6 1.001
9 H 0.029 -2.079 -2.513  C4 1.096
10 H -0.611 0.901 -2.288  C1 1.092
11 H -2.002 0.989 -1.296  C1 1.082
12 H -1.928 0.004 -2.839  C1 1.067
13 C 0.384 2.396 1.673  C14 1.515, H17 1.103, H18 1.103, H21 1.071
14 C 1.518 1.391 1.688  C13 1.515, O15 1.198, N16 1.457
15 O 2.212 1.185 2.642  C14 1.198
16 N 1.581 0.588 0.474  C14 1.457, H19 1.002, H20 1.002
17 H -0.245 2.052 2.510  C13 1.103
18 H 0.011 2.398 0.635  C13 1.103
19 H 2.224 -0.175 0.565  N16 1.002
20 H 1.621 1.107 -0.383  N16 1.002
21 H 0.702 3.409 1.819  C13 1.071

DFT total energy ... -474.71218 hartree
Charge ... 0
SMILES ... Cc1c[nH]cn1.CC(N)=O
M ... 141.17 g/mol
E_HOMO ... -8.512 eV
Orbital gap ... 9.27 eV
Relative energy (zero: lowest compared OMol25 entry of this formula, charge and spin) ... 1.469 eV

Taken from the Mulliken analysis, the atomic charges in e are:
1 C -1.321
2 C -0.300
3 C 1.011
4 C -0.705
5 N -0.562
6 N -0.128
7 H 0.423
8 H 0.236
9 H 0.368
10 H 0.300
11 H 0.336
12 H 0.367
13 C -0.651
14 C 0.421
15 O -0.558
16 N -0.363
17 H 0.207
18 H 0.149
19 H 0.206
20 H 0.218
21 H 0.345

=====

(2)
Entry from OMol25: an isolated ion of composition C6H11N3O and charge +2 at a distorted geometry (ωB97M-V/def2-TZVPD).

Each atom is followed by the atoms it is bonded to, with distances in Å.
Geometry (Å):
1 C 2.539 -1.357 1.672  C2 1.244, H11 1.071
2 C 1.999 -1.024 0.602  C1 1.244, C6 1.424
3 C -2.547 -0.314 0.226  N8 1.314, N9 1.351, H12 1.107
4 C -0.156 0.354 0.477  C6 1.799, N7 1.287, N9 1.379
5 C 2.087 0.993 -0.843  C6 1.562, H13 1.123, H14 1.130, H15 1.111
6 C 1.295 -0.272 -0.381  C2 1.424, C4 1.799, C5 1.562, O10 1.365
7 N -0.239 1.447 1.152  C4 1.287, H16 0.982, H17 1.028
8 N -3.526 -0.436 -0.643  C3 1.314, H18 0.989, H19 1.092
9 N -1.261 -0.170 -0.162  C3 1.351, C4 1.379, H20 1.144
10 O 0.705 -0.965 -1.398  C6 1.365, H21 0.984
11 H 3.250 -1.705 2.394  C1 1.071
12 H -2.770 -0.155 1.298  C3 1.107
13 H 1.337 1.672 -1.331  C5 1.123
14 H 2.541 1.503 0.058  C5 1.130
15 H 2.915 0.485 -1.382  C5 1.111
16 H 0.600 1.930 1.315  N7 0.982
17 H -1.008 2.117 1.279  N7 1.028
18 H -4.402 -0.685 -0.257  N8 0.989
19 H -3.349 -0.795 -1.658  N8 1.092
20 H -0.781 -0.678 -1.068  N9 1.144
21 H 0.770 -1.946 -1.351  O10 0.984

DFT total energy ... -473.97287 hartree
Charge ... +2
SMILES ... C#C[C@@](C)(O)/C(N)=[NH+]/C=[NH2+]
M ... 141.17 g/mol
E_HOMO ... -17.559 eV
Orbital gap ... 8.25 eV
Relative energy (zero: lowest compared OMol25 entry of this formula, charge and spin) ... 3.013 eV

Taken from the Mulliken analysis, the atomic charges in e are:
1 C -0.217
2 C -0.629
3 C 0.136
4 C 0.089
5 C -1.142
6 C 1.103
7 N -0.246
8 N -0.277
9 N -0.159
10 O -0.632
11 H 0.441
12 H 0.401
13 H 0.313
14 H 0.376
15 H 0.388
16 H 0.263
17 H 0.284
18 H 0.307
19 H 0.330
20 H 0.427
21 H 0.443

=====

(3)
Entry from OMol25: a 2-piece molecular cluster, C6H11N3O2 overall at a distorted geometry (ωB97M-V/def2-TZVPD).

Each atom is followed by the atoms it is bonded to, with distances in Å.
Geometry (Å):
1 C 0.918 -0.552 1.542  C6 1.328, O10 1.367, O11 1.360
2 C 0.717 1.322 -1.325  C3 1.485, C4 1.354, H13 1.069
3 C 0.949 0.108 -2.147  C2 1.485, N7 1.442, H14 1.092, H15 1.093
4 C -0.599 1.285 -1.005  C2 1.354, N8 1.399, N9 1.376
5 C -1.141 -1.855 0.996  C6 1.500, H16 1.091, H17 1.085, H18 1.091
6 C 0.342 -1.645 1.054  C1 1.328, C5 1.500, H19 1.077
7 N -0.352 -0.510 -2.222  C3 1.442, N8 1.241
8 N -1.184 0.151 -1.581  C4 1.399, N7 1.241
9 N -1.367 2.074 -0.181  C4 1.376, H21 1.008, H22 1.006
10 O 0.273 0.539 2.055  C1 1.367, H20 0.963
11 O 2.267 -0.394 1.591  C1 1.360, H12 0.965
12 H 2.440 0.416 2.086  O11 0.965
13 H 1.454 2.050 -1.058  C2 1.069
14 H 1.315 0.300 -3.158  C3 1.092
15 H 1.633 -0.608 -1.683  C3 1.093
16 H -1.574 -1.918 1.996  C5 1.091
17 H -1.358 -2.781 0.473  C5 1.085
18 H -1.636 -1.048 0.454  C5 1.091
19 H 0.991 -2.425 0.694  C6 1.077
20 H -0.666 0.495 1.846  O10 0.963
21 H -2.357 1.970 -0.341  N9 1.008
22 H -1.064 3.029 -0.086  N9 1.006

DFT total energy ... -549.90707 hartree
Charge ... 0
SMILES ... NC1=CCN=N1.CC=C(O)O
M ... 157.17 g/mol
E_HOMO ... -8.080 eV
Orbital gap ... 8.73 eV
Relative energy (zero: lowest compared OMol25 entry of this formula, charge and spin) ... 1.082 eV

Taken from the Mulliken analysis, the atomic charges in e are:
1 C 0.385
2 C -0.433
3 C -0.367
4 C 0.294
5 C -1.282
6 C -0.067
7 N -0.395
8 N -0.218
9 N -0.376
10 O -0.580
11 O -0.517
12 H 0.336
13 H 0.426
14 H 0.370
15 H 0.261
16 H 0.319
17 H 0.283
18 H 0.363
19 H 0.395
20 H 0.315
21 H 0.268
22 H 0.218

=====

(4)
Entry from OMol25: a 2-piece molecular cluster, C6H11N4O2 overall at a distorted geometry (ωB97M-V/def2-TZVPD).

Each atom is followed by the atoms it is bonded to, with distances in Å.
Geometry (Å):
1 C 1.114 -1.276 0.097  C5 1.532, N7 1.330, O11 1.222
2 C 2.552 0.483 -0.229  N7 1.430, N8 1.360, O12 1.186
3 C -0.585 0.790 2.220  C4 1.299, H13 1.082, H14 1.078
4 C -0.842 1.298 1.052  C3 1.299, H15 1.069
5 C 0.497 -0.353 -0.958  C1 1.532, C6 1.529, N8 1.434, H16 1.106
6 C -0.945 0.015 -0.608  C5 1.529, N9 1.401, N10 1.489
7 N 2.305 -0.773 0.409  C1 1.330, C2 1.430, H17 1.010
8 N 1.439 0.729 -0.971  C2 1.360, C5 1.434, H18 1.007
9 N -1.658 0.592 -1.667  C6 1.401, H19 1.012, H20 1.014
10 N -1.684 -1.169 -0.087  C6 1.489, H21 1.028, H22 1.024, H23 1.093
11 O 0.545 -2.254 0.559  C1 1.222
12 O 3.529 1.141 -0.088  C2 1.186
13 H -0.539 1.426 3.094  C3 1.082
14 H -0.395 -0.255 2.406  C3 1.078
15 H -1.029 2.299 0.729  C4 1.069
16 H 0.489 -0.886 -1.927  C5 1.106
17 H 2.973 -1.191 1.042  N7 1.010
18 H 1.400 1.524 -1.588  N8 1.007
19 H -1.132 1.271 -2.201  N9 1.012
20 H -2.561 0.975 -1.410  N9 1.014
21 H -2.256 -1.583 -0.833  N10 1.028
22 H -2.285 -0.921 0.704  N10 1.024
23 H -0.931 -1.883 0.256  N10 1.093

DFT total energy ... -604.46988 hartree
Charge ... +1
M ... 171.18 g/mol
E_HOMO ... -13.415 eV
Orbital gap ... 10.47 eV
Relative energy (zero: lowest compared OMol25 entry of this formula, charge and spin) ... 0.714 eV

Taken from the Mulliken analysis, the atomic charges in e are:
1 C 0.264
2 C 0.200
3 C -0.644
4 C -0.163
5 C -0.093
6 C 0.106
7 N 0.033
8 N -0.017
9 N -0.611
10 N -0.211
11 O -0.673
12 O -0.510
13 H 0.308
14 H 0.229
15 H 0.360
16 H 0.383
17 H 0.253
18 H 0.191
19 H 0.255
20 H 0.251
21 H 0.379
22 H 0.369
23 H 0.340

=====

(5)
Entry from OMol25: the molecule C6H11NO at a distorted geometry (ωB97M-V/def2-TZVPD).

Each atom is followed by the atoms it is bonded to, with distances in Å.
Geometry (Å):
1 C 0.672 -0.506 1.545  C2 1.362, H7 1.188, H8 1.024, H9 1.290
2 C 0.115 0.421 0.717  C1 1.362, C3 1.496, C4 1.520, C6 1.494
3 C -1.074 0.980 1.432  C2 1.496, C4 1.493, H10 1.167, H11 1.065
4 C -1.257 0.409 0.064  C2 1.520, C3 1.493, H12 1.252, O19 1.532
5 C -0.329 -1.084 -1.020  C6 1.685, H13 1.155, H14 1.103, O19 1.428
6 C 0.757 0.134 -0.601  C2 1.494, C5 1.685, H15 1.173, N18 1.470
7 H -0.078 -1.341 1.935  C1 1.188
8 H 1.153 0.096 2.220  C1 1.024
9 H 1.679 -1.228 1.183  C1 1.290
10 H -1.109 2.140 1.307  C3 1.167
11 H -1.034 0.550 2.405  C3 1.065
12 H -1.018 1.157 -0.911  C4 1.252
13 H -0.123 -2.217 -0.929  C5 1.155
14 H -0.245 -0.906 -2.105  C5 1.103
15 H 1.865 -0.147 -0.338  C6 1.173
16 H 1.326 0.568 -2.683  N18 1.154
17 H -0.350 1.010 -1.980  N18 1.041
18 N 0.676 0.961 -1.814  C6 1.470, H16 1.154, H17 1.041
19 O -1.626 -0.994 -0.428  C4 1.532, C5 1.428

DFT total energy ... -364.86106 hartree
Charge ... 0
SMILES ... C[C@]12C[C@@H]1OC[C@H]2N
M ... 113.16 g/mol
E_HOMO ... -8.051 eV
Orbital gap ... 8.99 eV
Relative energy (zero: lowest compared OMol25 entry of this formula, charge and spin) ... 10.079 eV

Taken from the Mulliken analysis, the atomic charges in e are:
1 C -1.979
2 C 1.061
3 C -0.725
4 C -0.011
5 C -0.578
6 C -0.141
7 H 0.327
8 H 0.538
9 H 0.317
10 H 0.224
11 H 0.436
12 H 0.098
13 H 0.298
14 H 0.349
15 H 0.324
16 H 0.283
17 H 0.324
18 N -0.751
19 O -0.392

=====

(6)
Entry from OMol25: the molecule C6H11NO at a distorted geometry (ωB97M-V/def2-TZVPD).

Each atom is followed by the atoms it is bonded to, with distances in Å.
Geometry (Å):
1 C -0.132 1.372 0.556  C2 1.518, H8 1.188, H9 1.147, O19 1.426
2 C -0.297 -0.130 0.695  C1 1.518, C3 1.513, C5 1.658, C6 1.477
3 C 0.931 -1.012 0.637  C2 1.513, C4 1.625, H10 1.198, H11 1.199
4 C 1.522 -0.650 -0.833  C3 1.625, H12 1.116, H13 1.262, N18 1.567
5 C -0.846 -0.924 -0.652  C2 1.658, C6 1.530, H15 1.171, N18 1.475
6 C -1.737 -0.355 0.453  C2 1.477, C5 1.530, H16 1.099, H17 1.169
7 H -1.094 2.962 -0.141  O19 1.106
8 H -0.594 1.787 1.570  C1 1.188
9 H 0.960 1.684 0.716  C1 1.147
10 H 0.884 -2.171 0.937  C3 1.198
11 H 1.697 -0.635 1.480  C3 1.199
12 H 1.991 0.357 -0.940  C4 1.116
13 H 2.324 -1.495 -1.317  C4 1.262
14 H 0.169 0.312 -2.006  N18 1.005
15 H -0.539 -2.029 -0.417  C5 1.171
16 H -2.374 0.524 0.283  C6 1.099
17 H -2.356 -0.989 1.216  C6 1.169
18 N 0.191 -0.632 -1.660  C4 1.567, C5 1.475, H14 1.005
19 O -0.700 2.025 -0.578  C1 1.426, H7 1.106

DFT total energy ... -364.97182 hartree
Charge ... 0
SMILES ... OC[C@]12CCN[C@@H]1C2
M ... 113.16 g/mol
E_HOMO ... -7.641 eV
Orbital gap ... 8.18 eV
Relative energy (zero: lowest compared OMol25 entry of this formula, charge and spin) ... 7.065 eV

Taken from the Mulliken analysis, the atomic charges in e are:
1 C -0.908
2 C 0.629
3 C -0.824
4 C -0.396
5 C -0.103
6 C -0.572
7 H 0.373
8 H 0.361
9 H 0.355
10 H 0.247
11 H 0.338
12 H 0.280
13 H 0.229
14 H 0.354
15 H 0.288
16 H 0.243
17 H 0.208
18 N -0.557
19 O -0.546

=====

no.,LUMO (eV)
1,0.761
2,-9.308
3,0.655
4,-2.946
5,0.940
6,0.539